The following is a quantum chemistry calculation of a cluster of 11 separate species, C22H66O22 in total at a distorted geometry, from OMol25.

* energy above the lowest of the compared OMol25 structures with the same formula, charge and spin: 0.00 kJ/mol
* strongest force on any atom: 0.0578 hartree/bohr
* E: -68913.931 eV
* gap between HOMO and LUMO (alpha / beta): 9.2 / 2.5 eV
* multiplicity: 2
* E_HOMO (alpha / beta): -11.55 / -11.55 eV
* total charge: +1

Atoms and positions in Å:
O (1.853, -2.798, -2.289)
O (-0.581, 2.330, -1.224)
O (0.786, 1.343, 0.939)
O (1.035, 5.920, 0.748)
O (2.133, -0.582, -3.867)
O (1.364, 5.431, 3.550)
O (4.259, -2.814, -0.645)
O (-4.952, -1.305, 3.503)
O (-1.113, -4.534, 1.420)
O (-3.064, 1.798, -2.841)
O (3.295, 4.517, -0.466)
O (0.587, 4.967, -1.699)
O (-2.071, -6.979, 0.005)
O (-3.989, 0.456, 1.190)
O (-3.894, -4.524, 0.216)
O (-1.210, -2.669, -2.206)
O (5.677, 0.876, 4.030)
O (3.147, 1.070, 2.148)
O (-0.781, 0.153, -4.088)
O (-5.800, -2.837, 1.383)
O (4.402, -0.231, -1.889)
O (-1.094, -0.767, -0.157)
C (-0.426, -5.698, 1.245)
C (-4.994, 0.158, 3.476)
C (0.997, -3.773, -1.759)
C (4.506, -1.552, 0.108)
C (-1.417, -6.858, 1.232)
C (0.976, 4.362, 2.679)
C (4.167, 2.013, 2.482)
C (2.767, 3.874, -1.634)
C (0.300, 1.032, -4.214)
C (5.578, 1.409, 2.750)
C (0.070, 0.447, 1.732)
C (0.257, 4.933, 1.416)
C (3.935, -0.307, -0.595)
C (-5.626, -2.878, -0.015)
C (-1.854, 2.886, -0.984)
C (-0.281, -3.643, -2.609)
C (-4.205, -3.279, -0.371)
C (-3.071, 1.986, -1.426)
C (-3.868, 0.773, 2.601)
C (1.432, 0.560, -3.298)
C (-0.091, -0.858, 0.885)
C (1.798, 4.726, -2.436)
H (-0.636, -0.485, -4.790)
H (0.127, -5.882, 2.166)
H (1.263, 6.663, 1.312)
H (-5.958, 0.446, 3.056)
H (-1.051, -1.532, -0.736)
H (-0.936, 0.805, 1.947)
H (2.850, -0.388, -0.527)
H (0.844, -1.122, 0.391)
H (2.534, 4.930, -0.053)
H (0.009, 1.989, -3.780)
H (-1.076, -1.821, -2.635)
H (-2.221, -6.737, 1.958)
H (0.633, 1.251, -5.228)
H (3.805, 2.769, 3.179)
H (-0.001, 4.187, 0.663)
H (-4.265, -5.281, -0.243)
H (-3.997, 2.468, -1.111)
H (-5.133, 0.558, 4.480)
H (-2.254, 1.357, -3.108)
H (4.241, 0.660, -0.196)
H (-2.911, -6.514, 0.039)
H (5.592, -1.465, 0.128)
H (0.554, 5.622, 4.029)
H (1.413, -4.758, -1.973)
H (4.095, -1.488, 1.116)
H (-5.765, -1.857, -0.369)
H (-1.940, 3.839, -1.505)
H (4.269, 2.590, 1.564)
H (-1.940, 3.008, 0.096)
H (-4.055, -3.254, -1.450)
H (0.534, 0.298, 2.707)
H (0.850, -3.405, -0.744)
H (-0.029, 3.061, -1.511)
H (0.174, -5.619, 0.339)
H (-6.721, -3.102, 1.442)
H (-3.450, -0.314, 0.992)
H (-0.297, -1.655, 1.600)
H (5.818, 0.702, 1.956)
H (-3.693, 1.832, 2.794)
H (6.282, 2.240, 2.713)
H (1.908, -1.299, -3.269)
H (2.262, 2.954, -1.337)
H (3.635, 3.656, -2.256)
H (-2.905, 0.374, 2.919)
H (-1.875, -4.437, 0.845)
H (-0.847, -4.563, -2.466)
H (-0.648, 5.436, 1.758)
H (2.147, 1.367, -3.140)
H (0.752, 5.434, -0.878)
H (5.350, 1.591, 4.580)
H (-3.000, 1.017, -0.932)
H (-6.369, -3.539, -0.463)
H (1.878, 3.821, 2.391)
H (1.698, 4.207, -3.389)
H (2.725, -2.811, -1.888)
H (3.742, -0.619, -2.468)
H (1.006, 0.400, -2.307)
H (2.173, 5.699, -2.756)
H (-0.008, -3.490, -3.653)
H (0.322, 3.644, 3.175)
H (-0.913, -7.809, 1.401)
H (0.335, 1.467, 0.101)
H (-3.403, -2.638, -0.006)
H (2.441, 1.537, 1.697)
H (4.180, -3.519, 0.003)
H (-5.084, -1.609, 2.602)

These are the Mulliken partial charges, in e, on atoms 1 to 4: O -0.47; O 0.20; O 1.05; O -0.67


The following is a quantum chemistry calculation of a structure of composition C4H6O at a distorted geometry, from OMol25.

* energy above the lowest of the compared OMol25 structures with the same formula, charge and spin: 181.27 kJ/mol
* strongest force on any atom: 0.0820 hartree/bohr
* E: -6290.039 eV
* gap between HOMO and LUMO: 10.0 eV
* E_HOMO: -9.79 eV
* total charge: 0

Atoms and positions in Å:
O (-0.497, 1.384, -0.110)
C (1.967, -0.041, 0.132)
C (0.786, -0.668, -0.154)
C (-1.665, -0.692, 0.087)
C (-0.416, 0.177, -0.044)
H (-1.807, -0.713, 1.436)
H (2.961, -0.568, 0.061)
H (-2.630, 0.009, -0.398)
H (0.895, -1.743, -0.632)
H (-1.469, -1.752, -0.252)
H (1.989, 1.040, 0.536)

These are the Mulliken partial charges, in e, on atoms 1 to 4: O -0.54; C -0.57; C -0.21; C -0.82


The following is a quantum chemistry calculation of a structure of composition C24H32FeN8O2, from OMol25.

* energy above the lowest of the compared OMol25 structures with the same formula, charge and spin: 2.41 kJ/mol
* strongest force on any atom: 0.0146 hartree/bohr
* E: -75802.514 eV
* gap between HOMO and LUMO: 8.9 eV
* E_HOMO: -13.49 eV
* total charge: +2

Atoms and positions in Å:
Fe (0.512, 0.910, -0.062)
O (0.504, -3.043, 0.590)
O (0.446, -0.835, 0.872)
N (-1.319, 1.581, 0.361)
N (2.389, 0.653, -0.717)
N (-3.656, -5.755, 0.195)
N (0.705, 2.693, -0.967)
N (-1.813, -4.388, 0.535)
N (-1.581, -6.664, 0.606)
N (-0.198, -0.289, -1.656)
N (1.207, 1.841, 1.541)
C (4.001, 1.551, -2.228)
C (2.196, 3.856, 2.329)
C (2.737, 1.532, -1.671)
C (0.382, -1.889, 0.169)
C (-2.800, 3.406, -0.045)
C (4.580, -0.275, -0.800)
C (2.034, 1.957, 3.769)
C (-3.316, 1.796, 1.644)
C (1.433, 1.272, 2.731)
C (-3.654, 2.944, 0.947)
C (-2.354, -5.586, 0.448)
C (1.280, 3.688, -0.015)
C (1.626, 2.465, -2.104)
C (0.033, -1.721, -1.314)
C (-1.097, -2.650, -1.774)
C (-2.134, 1.149, 1.325)
C (-2.479, -3.102, 0.379)
C (2.428, 3.270, 3.562)
C (4.936, 0.624, -1.791)
C (-1.645, 2.697, -0.314)
C (-2.446, -2.558, -1.054)
C (1.573, 3.108, 1.344)
C (-0.657, 3.090, -1.388)
C (3.299, -0.220, -0.278)
H (-1.954, -7.595, 0.544)
H (-3.020, 4.313, -0.593)
H (1.060, 1.986, -2.905)
H (-1.972, -2.423, 1.064)
H (-0.607, -6.563, 0.836)
H (-4.073, -6.669, 0.214)
H (-3.509, -3.168, 0.737)
H (2.017, 3.402, -2.508)
H (-1.802, 0.270, 1.860)
H (-4.271, -4.969, 0.084)
H (-4.561, 3.485, 1.182)
H (2.196, 1.463, 4.716)
H (4.251, 2.284, -2.983)
H (-1.268, -2.452, -2.836)
H (5.283, -1.002, -0.421)
H (-3.944, 1.414, 2.436)
H (-1.196, -0.119, -1.752)
H (2.915, 3.829, 4.350)
H (1.129, 0.238, 2.821)
H (2.496, 4.876, 2.129)
H (0.198, -0.121, -2.573)
H (-0.901, 2.535, -2.298)
H (0.580, 4.519, 0.099)
H (2.193, 4.110, -0.437)
H (-0.796, -4.291, 0.632)
H (0.932, -2.042, -1.845)
H (-2.811, -1.526, -1.020)
H (2.975, -0.881, 0.517)
H (-0.730, -3.676, -1.722)
H (-0.724, 4.153, -1.632)
H (5.934, 0.616, -2.208)
H (-3.173, -3.104, -1.660)

These are the Mulliken partial charges, in e, on atoms 1 to 4: Fe -0.05; O -0.90; O -0.47; N 0.63


The following is a quantum chemistry calculation of an isolated molecule of C6H16O3Si2 at a distorted geometry, from OMol25.

* energy above the lowest of the compared OMol25 structures with the same formula, charge and spin: 7.48 kJ/mol
* strongest force on any atom: 0.0921 hartree/bohr
* SMILES: CCO[SiH2][Si](C)(C)OC(C)=O
* E: -28380.373 eV
* gap between HOMO and LUMO: 10.2 eV
* E_HOMO: -9.46 eV
* total charge: 0

Atoms and positions in Å:
Si (-1.199, 0.224, -0.424)
Si (0.954, 0.714, 0.128)
O (-2.710, 1.327, 1.892)
O (1.824, -0.182, -0.861)
O (-1.788, -0.508, 1.032)
C (-2.157, 1.934, -0.837)
C (-2.292, 0.202, 2.055)
C (-2.227, -0.416, 3.433)
C (3.858, -0.782, 0.373)
C (3.265, -0.160, -0.947)
C (-1.599, -1.131, -1.666)
H (3.493, 0.928, -0.857)
H (1.045, 2.271, -0.040)
H (-0.701, -1.817, -1.675)
H (4.975, -0.920, 0.288)
H (3.634, -0.618, -1.910)
H (-1.812, -0.841, -2.700)
H (-1.399, -1.129, 3.397)
H (3.837, -0.009, 1.217)
H (1.412, 0.416, 1.582)
H (-1.484, 2.756, -0.790)
H (-3.172, -0.958, 3.709)
H (-2.368, -1.770, -1.120)
H (-2.979, 2.131, -0.171)
H (-2.414, 1.884, -1.949)
H (-1.937, 0.290, 4.080)
H (3.339, -1.645, 0.697)

These are the Mulliken partial charges, in e, on atoms 1 to 4: Si 0.38; Si 0.27; O -0.56; O -0.16


The following is a quantum chemistry calculation of a cluster of 2 separate species, C4H11NO in total at a distorted geometry, from OMol25.

* energy above the lowest of the compared OMol25 structures with the same formula, charge and spin: 170.68 kJ/mol
* strongest force on any atom: 0.0250 hartree/bohr
* SMILES: CC=O.CNC
* E: -7862.785 eV
* gap between HOMO and LUMO: 9.8 eV
* E_HOMO: -8.79 eV
* total charge: 0

Atoms and positions in Å:
O (-1.327, -1.269, -0.711)
N (1.058, 0.227, 0.337)
C (0.993, -0.189, 1.750)
C (2.440, 0.342, -0.169)
C (-1.915, -0.254, -0.442)
C (-1.665, 1.086, -1.036)
H (2.534, 1.279, -0.728)
H (0.659, -0.542, -0.184)
H (0.194, 0.335, 2.284)
H (2.681, -0.436, -0.887)
H (-2.661, 1.491, -1.206)
H (-2.754, -0.314, 0.286)
H (-1.041, 1.672, -0.367)
H (0.795, -1.256, 1.892)
H (1.929, 0.028, 2.261)
H (-1.152, 0.913, -1.985)
H (3.136, 0.455, 0.661)

These are the Mulliken partial charges, in e, on atoms 1 to 4: O -0.52; N -0.18; C -0.88; C -0.84


The following is a quantum chemistry calculation of a structure of composition C39H44AsBBrF10N6PRuS3 at a distorted geometry, from OMol25.

* energy above the lowest of the compared OMol25 structures with the same formula, charge and spin: 336.09 kJ/mol
* strongest force on any atom: 0.0325 hartree/bohr
* E: -253185.629 eV
* gap between HOMO and LUMO (alpha / beta): 5.3 / 4.1 eV
* multiplicity: 2
* E_HOMO (alpha / beta): -15.70 / -15.69 eV
* total charge: +3

Atoms and positions in Å:
Ru (0.925, -0.079, -0.095)
Br (3.121, -0.601, 0.939)
As (0.177, 1.068, -4.036)
S (-1.368, 1.590, -0.769)
S (0.456, -0.925, 2.218)
S (0.736, 2.091, 0.928)
P (1.532, -1.857, -1.559)
F (5.073, -2.484, 2.062)
F (4.574, -6.066, -0.917)
F (-0.076, 2.675, -3.494)
F (0.720, 0.707, -2.217)
F (2.690, -4.746, -2.229)
F (-1.395, 0.614, -3.482)
F (-0.310, 1.356, -5.622)
F (0.524, -0.611, -4.308)
F (5.777, -4.969, 1.252)
F (1.843, 1.412, -4.309)
N (0.740, 2.811, 3.565)
N (-2.888, 2.084, 1.392)
N (-3.185, 3.556, -0.235)
N (-1.759, -2.563, 1.719)
N (-1.041, 1.646, 3.012)
N (-2.135, -0.399, 1.659)
C (2.774, -2.924, -0.725)
C (3.008, 2.699, 4.476)
C (2.666, -1.361, -2.923)
C (-4.125, 5.439, -1.528)
C (-1.726, 4.833, -1.771)
C (4.578, -0.677, -4.841)
C (-3.057, -2.368, 1.293)
C (-1.129, -2.171, -1.749)
C (3.745, -1.775, -5.068)
C (-1.241, -3.976, 1.936)
C (-3.550, 3.304, -2.667)
C (-1.098, -4.655, 0.579)
C (-2.340, -2.674, -2.192)
C (-3.961, 3.918, 0.799)
C (0.106, 2.188, 2.541)
C (4.838, -4.315, 0.615)
C (2.667, 3.899, 2.317)
C (-1.176, -4.348, -3.457)
C (4.215, -4.876, -0.490)
C (3.214, -4.172, -1.149)
C (1.753, 4.887, 4.400)
C (-0.001, 2.615, 4.697)
C (-3.290, -1.038, 1.256)
C (-2.368, -3.765, -3.044)
C (-2.511, 2.411, 0.124)
C (2.054, 3.577, 3.671)
C (-1.107, 1.915, 4.352)
C (4.465, -3.040, 1.028)
C (-3.760, 3.009, 1.825)
C (0.038, -3.832, -3.039)
C (2.791, -2.115, -4.125)
C (0.078, -2.739, -2.165)
C (4.464, 0.081, -3.655)
C (-2.283, -4.690, 2.800)
C (3.467, -2.372, 0.350)
C (0.096, -4.014, 2.665)
C (3.500, -0.249, -2.719)
C (-3.134, 4.282, -1.573)
C (-1.193, -1.346, 1.869)
B (-2.289, 0.990, 2.338)
H (2.649, 5.504, 4.386)
H (-3.609, 3.846, -3.610)
H (5.302, -0.390, -5.593)
H (-3.873, 6.172, -0.760)
H (-2.831, 2.498, -2.800)
H (1.991, 4.456, 1.671)
H (0.301, 2.981, 5.659)
H (-1.906, -5.678, 3.056)
H (0.935, -4.295, -3.411)
H (-0.968, 4.055, -1.774)
H (-1.687, 5.326, -2.741)
H (3.200, 1.755, 3.963)
H (-3.235, -4.830, 2.291)
H (0.307, -5.062, 2.871)
H (5.121, 0.926, -3.499)
H (-4.595, 4.784, 0.782)
H (-4.208, 2.971, 2.803)
H (1.487, 4.736, 5.444)
H (2.122, -2.941, -4.311)
H (0.910, -3.618, 2.064)
H (-3.721, -3.183, 1.080)
H (0.066, -3.489, 3.620)
H (-3.312, -4.155, -3.398)
H (-2.458, -4.147, 3.729)
H (3.838, -2.337, -5.987)
H (-5.152, 5.101, -1.389)
H (-0.685, -5.652, 0.726)
H (-1.191, -5.198, -4.126)
H (-1.130, -1.306, -1.087)
H (-3.082, 0.833, 3.220)
H (3.955, 3.223, 4.594)
H (-4.077, 5.948, -2.488)
H (3.368, 0.359, -1.833)
H (-1.931, 1.589, 4.960)
H (-3.263, -2.198, -1.887)
H (3.537, 4.527, 2.503)
H (2.623, 2.482, 5.472)
H (-2.053, -4.756, 0.064)
H (-4.195, -0.504, 1.028)
H (0.955, 5.442, 3.906)
H (3.022, 3.008, 1.798)
H (-0.418, -4.093, -0.057)
H (-4.531, 2.878, -2.455)
H (-1.489, 5.570, -1.003)

These are the Mulliken partial charges, in e, on atoms 1 to 4: Ru 1.42; Br -0.32; As 1.96; S 0.54


Which formula does entry 3 have?
C24H32FeN8O2